[1]
This record from the OMol25 dataset describes C25H26N4O3 in the gas phase. The level of theory is wB97M-V/def2-TZVPD.

Positions of all 58 atoms, in Å:
1 C -3.767 -2.517 -0.749
2 N -3.247 -1.394 -0.008
3 C -2.770 -0.309 -0.825
4 C -1.496 -0.569 -1.670
5 N -0.325 0.046 -1.092
6 C 0.353 1.018 -1.701
7 O 0.142 1.436 -2.826
8 C 1.523 1.611 -0.880
9 O 2.077 2.664 -1.624
10 C 2.585 0.560 -0.644
11 C 2.869 -0.426 -1.574
12 C 3.928 -1.294 -1.366
13 C 4.717 -1.164 -0.235
14 C 4.445 -0.184 0.700
15 C 3.372 0.680 0.501
16 N 3.036 1.643 1.429
17 C 1.820 2.286 1.484
18 O 1.508 2.935 2.457
19 N 1.000 2.077 0.399
20 C -0.310 2.631 0.439
21 C -1.145 2.308 1.503
22 C -2.441 2.789 1.540
23 C -2.918 3.585 0.512
24 C -2.081 3.922 -0.537
25 C -0.778 3.458 -0.573
26 C -2.511 -1.681 1.206
27 C -1.084 -2.173 1.075
28 C -0.777 -3.372 0.443
29 C 0.537 -3.786 0.308
30 C 1.568 -3.025 0.833
31 C 1.274 -1.851 1.503
32 C -0.039 -1.424 1.610
33 H -3.033 -3.028 -1.386
34 H -4.572 -2.158 -1.393
35 H -4.185 -3.241 -0.051
36 H -3.587 -0.045 -1.503
37 H -2.587 0.554 -0.178
38 H -1.322 -1.644 -1.767
39 H -1.607 -0.138 -2.666
40 H -0.059 -0.246 -0.159
41 H 1.592 2.683 -2.473
42 H 2.269 -0.506 -2.468
43 H 4.144 -2.061 -2.093
44 H 5.552 -1.830 -0.079
45 H 5.057 -0.077 1.583
46 H 3.633 1.783 2.232
47 H -0.768 1.702 2.312
48 H -3.082 2.535 2.371
49 H -3.933 3.951 0.537
50 H -2.438 4.560 -1.332
51 H -0.126 3.753 -1.379
52 H -2.508 -0.759 1.797
53 H -3.091 -2.429 1.759
54 H -1.570 -3.998 0.063
55 H 0.756 -4.715 -0.197
56 H 2.592 -3.350 0.734
57 H 2.068 -1.268 1.945
58 H -0.260 -0.512 2.149

The calculation puts the LUMO energy at 0.7 eV. Its multiplicity is 1. The SMILES is CN(CCNC(=O)[C@]1(O)c2ccccc2NC(=O)N1c1ccccc1)Cc1ccccc1. The value obtained for the HOMO energy is -8.379 eV. As for the molar mass: 430.508 g/mol. The value obtained for the max |F| is 0.6 eV Å⁻¹. For the total energy, the calculation gives -1413.07704 Eh.



[2]
This record from the OMol25 dataset describes a molecular structure, C25H26N9O2SSbSn. The level of theory is wB97M-V/def2-TZVPD.

Positions of all 65 atoms, in Å:
1 Sn 0.844 -0.480 1.846
2 N 4.537 -2.750 2.541
3 C 5.194 -1.541 2.595
4 C 4.246 -0.587 2.400
5 N 3.027 -1.202 2.231
6 C 3.234 -2.506 2.319
7 C 2.116 -3.424 2.159
8 N 0.912 -2.940 1.911
9 C 0.069 -4.017 1.809
10 C 0.781 -5.162 2.002
11 N 2.079 -4.769 2.220
12 H 4.978 -3.649 2.644
13 H 6.254 -1.474 2.765
14 H 4.360 0.482 2.367
15 H -0.983 -3.908 1.617
16 H 0.489 -6.197 2.007
17 H 2.847 -5.395 2.401
18 N -0.266 1.968 5.397
19 N -0.745 3.184 4.915
20 C -0.683 3.513 3.612
21 N -1.097 4.736 3.289
22 N -0.184 2.569 2.793
23 N -0.120 2.829 1.498
24 O 0.508 1.992 0.829
25 O -0.642 3.788 0.941
26 H -1.018 1.455 5.837
27 H 0.476 2.133 6.066
28 H -1.129 3.859 5.560
29 H -1.363 5.394 4.002
30 H -1.141 4.992 2.317
31 S 1.707 -0.681 -0.524
32 Sb -0.123 0.034 -1.770
33 C 0.223 1.757 -2.887
34 C 0.793 2.898 -2.329
35 C 0.990 4.011 -3.131
36 C 0.622 3.982 -4.471
37 C 0.058 2.840 -5.021
38 C -0.143 1.718 -4.231
39 C -1.784 0.214 -0.519
40 C -2.417 1.440 -0.348
41 C -3.515 1.524 0.501
42 C -3.971 0.394 1.166
43 C -3.341 -0.832 0.984
44 C -2.246 -0.925 0.139
45 C -0.585 -1.509 -3.094
46 C -1.913 -1.692 -3.472
47 C -2.229 -2.687 -4.387
48 C -1.225 -3.486 -4.916
49 C 0.098 -3.300 -4.534
50 C 0.424 -2.310 -3.620
51 H 1.078 2.920 -1.286
52 H 1.432 4.904 -2.710
53 H 0.781 4.854 -5.091
54 H -0.220 2.817 -6.065
55 H -0.574 0.825 -4.668
56 H -2.062 2.323 -0.865
57 H -4.019 2.472 0.633
58 H -4.832 0.463 1.817
59 H -3.713 -1.714 1.489
60 H -1.775 -1.889 -0.029
61 H -2.701 -1.070 -3.062
62 H -3.257 -2.834 -4.687
63 H -1.475 -4.258 -5.631
64 H 0.876 -3.924 -4.952
65 H 1.457 -2.170 -3.322

The calculation puts the LUMO energy at -5.0 eV. Its multiplicity is 1. The value obtained for the HOMO energy is -13.797 eV. As for the molar mass: 757.082 g/mol. The value obtained for the max |F| is 0.5 eV Å⁻¹. For the total energy, the calculation gives -2463.75046 Eh. Its total charge is +2.



[3]
This record from the OMol25 dataset describes a molecular structure, C25H27BF2O4. The level of theory is wB97M-V/def2-TZVPD.

Positions of all 59 atoms, in Å:
1 C 5.446 -1.096 0.245
2 C 4.246 -0.200 0.176
3 C 4.308 1.116 0.670
4 C 2.945 1.546 0.661
5 C 2.047 0.479 0.180
6 B 0.965 -0.726 1.390
7 O 1.698 -1.195 2.468
8 C 0.737 -1.918 3.271
9 C -0.696 -1.821 2.665
10 C -1.771 -2.570 3.477
11 C -0.657 -2.379 1.222
12 O 0.471 -1.830 0.533
13 C -1.007 -0.297 2.535
14 O -0.029 0.299 1.757
15 O 2.971 -0.521 -0.394
16 H 6.262 -0.324 0.162
17 H 5.578 -1.609 1.217
18 H 5.445 -1.772 -0.623
19 H 5.271 1.611 1.082
20 H 2.748 2.605 0.819
21 H 0.997 -2.977 3.353
22 H 0.714 -1.512 4.291
23 H -2.794 -2.428 3.065
24 H -1.609 -3.665 3.479
25 H -1.835 -2.264 4.540
26 H -0.646 -3.484 1.282
27 H -1.576 -2.094 0.712
28 H -1.977 -0.143 2.053
29 H -1.045 0.131 3.538
30 C -1.705 -3.090 -4.418
31 C -1.064 -2.158 -3.437
32 C -1.861 -1.398 -2.583
33 F -3.229 -1.511 -2.678
34 C -1.334 -0.499 -1.634
35 C 0.070 -0.256 -1.623
36 C 0.691 0.880 -0.955
37 C -0.316 1.991 -0.622
38 C -1.275 2.397 -1.588
39 C -2.204 3.397 -1.332
40 F -3.155 3.649 -2.313
41 C -2.243 4.130 -0.140
42 C -3.319 5.129 0.091
43 C -1.215 3.806 0.769
44 C -0.319 2.756 0.560
45 C 0.888 -1.110 -2.403
46 C 0.315 -2.030 -3.290
47 H -0.933 -3.556 -5.048
48 H -2.285 -3.909 -3.962
49 H -2.395 -2.562 -5.102
50 H -2.031 0.165 -1.142
51 H 1.677 1.341 -1.605
52 H -1.296 1.885 -2.559
53 H -3.324 5.458 1.140
54 H -3.252 6.034 -0.527
55 H -4.319 4.705 -0.105
56 H -1.136 4.426 1.703
57 H 0.417 2.531 1.342
58 H 1.971 -0.917 -2.443
59 H 0.974 -2.648 -3.924

The calculation puts the LUMO energy at -0.8 eV. Its multiplicity is 1. The value obtained for the HOMO energy is -8.018 eV. As for the molar mass: 440.295 g/mol. The value obtained for the max |F| is 5.4 eV Å⁻¹. For the total energy, the calculation gives -1494.31794 Eh.



[4]
This record from the OMol25 dataset describes a molecular structure, C25H27BMoN5S3. The level of theory is wB97M-V/def2-TZVPD.

Positions of all 62 atoms, in Å:
1 Mo -0.095 -0.236 -0.701
2 C -0.402 2.874 -0.329
3 C -1.775 2.272 -0.223
4 C -2.903 3.075 0.033
5 C -4.133 2.499 0.141
6 C -4.272 1.098 0.002
7 C -5.514 0.434 0.103
8 C -5.571 -0.924 -0.033
9 C -4.399 -1.671 -0.265
10 C -3.176 -1.057 -0.366
11 S -1.711 -1.988 -0.643
12 C -3.106 0.350 -0.245
13 N -1.883 0.963 -0.364
14 H -0.460 3.946 -0.507
15 H 0.157 2.423 -1.156
16 H 0.158 2.710 0.596
17 H -2.771 4.144 0.142
18 H -5.014 3.102 0.336
19 H -6.409 1.017 0.292
20 H -6.522 -1.437 0.037
21 H -4.457 -2.750 -0.366
22 C 3.201 2.398 -1.101
23 N 3.135 1.962 0.286
24 C 3.500 2.749 1.356
25 C 3.345 1.986 2.458
26 N 2.899 0.742 2.066
27 B 2.767 -0.393 3.157
28 N 1.684 -1.475 2.832
29 C 1.852 -2.774 3.269
30 C 0.663 -3.406 3.171
31 N -0.230 -2.487 2.657
32 C -1.662 -2.742 2.519
33 C 0.413 -1.313 2.462
34 S -0.309 0.129 1.809
35 C 2.761 0.739 0.740
36 S 2.326 -0.594 -0.298
37 H 2.570 3.272 -1.252
38 H 2.870 1.585 -1.733
39 H 4.227 2.652 -1.362
40 H 3.839 3.767 1.236
41 H 3.519 2.214 3.497
42 H 3.830 -0.961 3.252
43 H 2.435 0.168 4.175
44 H 2.807 -3.126 3.624
45 H 0.371 -4.418 3.410
46 H -1.839 -3.528 1.791
47 H -2.152 -1.832 2.192
48 H -2.059 -3.039 3.488
49 C -0.699 0.293 -2.717
50 C 0.485 -0.488 -3.087
51 C 0.533 -1.886 -2.935
52 C 1.723 -2.587 -3.144
53 C 2.855 -1.918 -3.559
54 C 2.804 -0.539 -3.803
55 C 1.655 0.155 -3.554
56 H -1.657 -0.130 -2.994
57 H -0.638 1.338 -3.015
58 H -0.370 -2.426 -2.706
59 H 1.742 -3.660 -3.006
60 H 3.773 -2.464 -3.733
61 H 3.682 -0.024 -4.174
62 H 1.609 1.220 -3.756

The calculation puts the LUMO energy (alpha / beta) at -3.7 / -3.5 eV. Its multiplicity is 3. The value obtained for the HOMO energy (alpha / beta) is -10.177 / -10.598 eV. As for the molar mass: 600.479 g/mol. The value obtained for the max |F| is 0.3 eV Å⁻¹. As for the expectation value of S²: 2.0524. For the total energy, the calculation gives -2530.17794 Eh. Its total charge is +1.